Entry 1:
CH6OSi | wB97M-V/def2-TZVPD

Last column: Mulliken spin population.
Geometry (Å):
H (2.3652, -0.6129, 0.6139)  0.01
O (-0.0101, 0.6019, 0.2929)  0.13
C (-1.2728, 0.6575, 0.0536)  0.86
H (-1.8112, -0.1127, 0.6072)  0.01
H (1.0412, -0.4542, -1.3558)  0.01
Si (1.4801, 0.2569, -0.0725)  0.09
H (1.8899, 1.7143, -0.4110)  0.01
H (-0.3928, -0.5809, -2.0616)  0.89
H (-1.7313, 1.4863, -0.5432)  0.00

Values from the calculation:
Energy relative to the best compared isomer or geometry (same formula, charge and spin)   12.26 kcal per mole
Expectation value of S²   2.005
Spin multiplicity   3
Largest force on an atom   4.1 eV/Å
E_HOMO (spin up / spin down)   -6.78 / -10.67 eV
DFT total energy   -11053.4503 eV
Orbital gap (spin up / spin down)   7.7190 / 10.0319 eV



Entry 2:
C38H36BrFN5O5Ti | wB97M-V/def2-TZVPD

Last column: Mulliken spin population.
Geometry (Å):
C (1.5003, -2.4698, -2.1897)  0.06
H (2.5973, 1.9214, -0.4561)  0.00
H (2.5190, 0.5060, -3.2245)  0.04
C (-3.6940, -0.8366, 0.2329)  -0.01
C (2.4947, -0.5755, -3.1600)  0.28
C (3.2899, 0.6075, 2.0079)  0.01
H (-3.1802, 3.7208, -2.9716)  0.00
H (3.4691, 3.3283, 1.5087)  0.00
H (4.2526, 1.9560, -1.0790)  0.01
C (-0.8426, 2.6045, -3.2820)  0.00
C (-4.4776, 2.0592, -2.8179)  0.00
H (4.9348, 2.8534, 2.3712)  0.00
C (1.4435, -0.6769, 2.8626)  0.01
H (2.8387, -1.7615, 6.6019)  0.00
H (6.0563, 0.5829, 1.7891)  0.00
H (-5.2203, 0.4640, 1.0344)  0.00
C (3.3246, -1.3614, -3.9167)  -0.11
C (4.1050, 1.4242, 6.1929)  0.00
H (3.4988, -0.6411, 7.7937)  0.00
H (3.1670, 1.9811, 6.2288)  0.00
H (-4.5849, -3.9169, -0.8402)  0.00
C (-0.0695, 2.8522, -1.9811)  0.01
C (4.4104, 2.7830, 1.4177)  0.00
C (2.1635, -4.7264, -2.7506)  0.06
H (-1.0762, 3.5603, -3.7459)  0.00
H (-5.5738, -1.9088, 0.1881)  0.00
C (3.8616, -0.0279, 5.7590)  0.00
C (-1.9836, 1.3162, 0.5150)  0.04
H (-1.2879, 2.1467, 0.5618)  0.00
C (2.3394, -3.3387, -2.9212)  -0.10
H (1.0883, -6.2904, -1.7595)  0.00
C (5.5028, 0.5991, 0.8491)  0.00
H (1.4427, -1.1981, 4.9159)  0.00
C (-4.5982, 0.5931, -2.7791)  0.00
O (-1.0946, -0.1090, -2.9266)  0.00
H (6.1276, 1.0912, 0.0989)  0.00
C (-3.2877, 2.6451, -2.9470)  0.00
H (3.9681, -3.3892, -4.3667)  0.04
C (-4.1731, 0.3807, 0.7695)  0.02
H (5.8749, -0.2944, 4.9627)  0.00
C (-4.5153, -1.9595, -0.0288)  0.01
C (1.1869, -5.2219, -1.9104)  -0.03
H (-0.4401, -4.7625, -0.5839)  0.02
O (0.4287, 1.8009, -1.4542)  -0.03
C (3.3074, -2.7564, -3.7891)  0.49
H (-3.3467, -1.0388, -2.6990)  0.00
C (3.5575, 1.4053, -0.4377)  0.03
H (3.4170, 0.4168, -0.8692)  -0.02
C (3.8010, 0.5744, 3.3046)  0.00
H (2.8243, -5.4001, -3.2853)  0.00
H (5.0694, -1.8013, 5.3968)  0.00
C (-3.3175, 1.4371, 0.9270)  -0.01
N (-0.3980, -1.9907, -0.8738)  -0.07
H (4.7717, 1.9433, 5.5034)  0.00
C (-2.5806, -3.1601, -0.9029)  0.01
H (-0.2583, 1.9922, -3.9676)  0.00
C (3.0000, -0.7049, 6.8238)  0.00
O (1.4799, -0.0664, 0.5851)  0.07
H (5.0202, 3.2905, 0.6660)  0.00
N (-2.1194, 1.9201, -3.0439)  0.00
H (-2.1948, -4.0521, -1.3673)  0.00
C (0.4309, -2.9853, -1.4322)  0.04
H (-3.6602, 2.3796, 1.3329)  0.00
C (2.0580, -0.0414, 1.7709)  0.02
C (1.9877, -0.6869, 4.1356)  0.00
H (5.3444, -0.4333, 0.5320)  0.00
N (-1.5044, 0.1899, 0.0151)  -0.04
Br (-0.2010, -1.5866, 2.6444)  0.00
C (-3.9536, -3.0688, -0.6013)  -0.01
C (3.1923, -0.0499, 4.3864)  0.00
H (5.7040, -0.7383, 6.6646)  0.00
H (4.5627, 1.4541, 7.1856)  0.00
C (-1.7232, -2.0941, -0.6292)  -0.02
O (-0.0014, 3.9933, -1.5458)  0.02
H (4.0080, -0.8771, -4.6041)  0.00
C (-2.3268, -0.8961, -0.0890)  0.02
O (-5.6477, 0.0006, -2.6882)  0.00
F (-5.6141, 2.7477, -2.7074)  0.00
C (-2.1187, 0.5527, -2.9437)  0.00
H (2.0224, -0.2286, 6.9190)  0.00
H (4.7502, 1.0664, 3.4739)  0.00
C (5.2076, -0.7591, 5.6904)  0.00
N (1.6256, -1.0881, -2.2336)  0.12
N (-3.3670, -0.0356, -2.8602)  0.00
C (4.1585, 1.3354, 0.9649)  -0.01
C (0.3060, -4.3603, -1.2528)  0.09
Ti (0.3402, -0.1340, -0.9076)  0.94

Values from the calculation:
Energy relative to the best compared isomer or geometry (same formula, charge and spin)   0.11 kcal per mole
Total charge   -1
Expectation value of S²   2.026
Spin multiplicity   3
Largest force on an atom   1.8 eV/Å
E_HOMO (spin up / spin down)   -2.08 / -4.17 eV
DFT total energy   -153561.9189 eV
Orbital gap (spin up / spin down)   4.1483 / 6.2071 eV



Entry 3:
C13H22BBr2F3O5Ta | wB97M-V/def2-TZVPD

Last column: Mulliken charge in e.
Geometry (Å):
O (2.2030, -1.0791, 3.0389)  -0.45
H (-3.2986, 1.3081, -1.1456)  0.00
C (1.0440, -4.8180, -0.5130)  -1.45
H (-0.9966, -0.6597, -2.0040)  0.43
H (4.0551, -0.2880, 3.3439)  0.21
O (-4.8958, -0.8590, 0.5446)  -0.61
H (1.5677, -5.1993, -1.3864)  0.39
C (2.6372, 0.1766, 0.1028)  0.13
F (3.4535, -0.9045, 0.3003)  -0.25
Br (1.7918, -2.5226, -2.0564)  -0.17
H (-0.1482, 0.8287, 3.6244)  0.30
C (0.0776, 2.3319, -3.9521)  -1.08
B (1.0135, -0.4653, 2.6941)  0.72
H (0.0371, -5.2425, -0.4731)  0.35
H (-2.0657, 0.7376, 1.5536)  0.50
C (0.2251, 1.9184, 1.0328)  -0.02
H (-5.0126, 1.4527, -0.5587)  0.35
H (0.7396, 1.5599, -4.3485)  0.28
C (3.1173, -0.4178, 3.8911)  -0.77
F (2.9609, 0.6137, -1.1690)  -0.28
C (0.4224, -2.4915, 0.3531)  -0.09
H (-1.5150, 0.8683, -3.9288)  0.40
H (1.5720, -5.1498, 0.3858)  0.34
H (-2.0133, 2.4784, -3.3981)  0.31
Br (-0.4122, -3.4175, 1.8278)  -0.20
Ta (0.3213, -0.2145, 0.4026)  1.16
C (-3.9855, 1.1920, -0.3067)  -0.66
H (0.5151, 0.1348, -2.4921)  0.50
H (-0.2698, 2.2010, 1.9690)  0.03
C (-0.3180, 0.1889, -1.7783)  -1.27
F (3.1740, 1.1372, 0.9194)  -0.23
C (-1.7834, -0.2789, 1.2550)  -1.18
O (-1.0573, 1.4053, -1.9873)  -0.01
C (-1.1980, 1.7488, -3.3471)  -0.44
C (0.6826, 2.9319, 0.3016)  -0.67
H (3.3002, -1.0171, 4.7891)  0.25
H (0.6306, 2.8687, -3.1771)  0.20
O (-2.6886, -0.7653, 0.2233)  -0.13
H (-0.1595, 3.0140, -4.7734)  0.37
C (-3.9380, -0.2234, 0.2138)  0.60
H (-3.6332, 1.8750, 0.4709)  0.26
C (0.9709, -3.3211, -0.5265)  0.40
H (-1.8866, -0.9091, 2.1424)  0.43
H (0.5533, 3.9735, 0.5934)  0.26
H (1.2069, 2.7678, -0.6372)  0.10
H (2.7636, 0.5681, 4.2053)  0.29
O (0.2394, -0.0375, 3.7805)  -0.61

Values from the calculation:
Total charge   -1
Largest force on an atom   1.9 eV/Å
E_HOMO   -4.40 eV
DFT total energy   -174538.2393 eV
Orbital gap   6.5345 eV



Entry 4:
C19H30FN3OS | wB97M-V/def2-TZVPD

Last column: Mulliken charge in e.
Geometry (Å):
C (2.2804, 1.4708, 0.9516)  -1.11
O (-1.3357, -1.5391, 2.2899)  -0.62
H (-0.7624, 0.5159, -1.1865)  0.27
C (4.2568, 0.2386, 0.1622)  0.67
C (-0.5674, -0.5530, -1.2679)  -0.60
H (-5.3269, 1.1204, -2.1567)  0.31
C (-5.3841, -0.6789, -0.9594)  -0.53
H (-1.7152, 0.0727, 1.1730)  0.32
C (5.8281, 1.1065, -1.4987)  -0.66
H (-1.6007, -2.3014, -2.0166)  0.41
F (4.5076, 2.5827, -0.2617)  -0.32
H (-4.7531, 2.0461, 1.4703)  0.23
H (-6.3951, 2.2810, 2.1147)  0.35
H (-0.0353, -2.1995, 0.0010)  0.40
H (2.3504, 1.8738, -0.0575)  0.57
H (-4.2290, 1.1311, -0.7612)  0.12
H (1.1237, -1.6961, 2.4143)  0.29
C (-1.5034, -0.9864, 1.0021)  0.15
C (5.7221, -1.2394, -1.0961)  -0.89
H (-3.5813, -1.5032, 0.9258)  0.23
H (-5.7925, 0.6365, 1.8228)  0.26
C (6.2698, -0.1736, -1.7871)  -0.43
H (-4.3596, -2.5085, -1.5014)  0.33
H (7.0330, -0.3302, -2.5325)  0.37
C (4.7373, -1.0400, -0.1481)  -0.31
N (0.9689, -0.5300, 0.6332)  0.62
C (-5.7706, 1.6656, 1.4761)  -0.79
H (-1.2553, -2.4966, 2.2024)  0.46
H (-5.4627, -0.9325, 0.0986)  0.28
H (2.4099, 2.2938, 1.6657)  0.22
N (3.3204, 0.4756, 1.1415)  0.18
C (-0.2468, -1.1270, 0.1162)  -1.10
H (3.7735, -1.2011, 2.2907)  0.56
C (2.9266, -0.5514, 2.0702)  -1.40
C (-1.7991, -1.2239, -1.8642)  -1.12
H (-6.3073, -0.9996, -1.4448)  0.42
H (-4.1655, -1.1705, -2.6509)  0.49
C (-5.2126, 0.8238, -1.1148)  -0.49
C (4.8574, 1.2958, -0.5402)  0.56
H (2.0589, -2.2465, 0.9985)  0.36
C (-4.2016, -1.4196, -1.5876)  -1.06
H (4.3217, -1.8988, 0.3529)  0.23
H (2.6488, -0.0445, 3.0006)  0.37
C (0.8917, 0.8283, 1.1301)  -0.62
N (-2.9392, -1.0095, -0.9931)  0.67
C (-2.7012, -1.6280, 0.2924)  -1.13
S (-6.4633, 1.7791, -0.1980)  -0.08
H (0.1659, 1.3961, 0.5496)  0.55
H (0.5796, 0.8580, 2.1865)  0.23
H (-2.5101, -2.7171, 0.1885)  0.41
C (1.7237, -1.3635, 1.5524)  -0.34
H (6.0572, -2.2451, -1.3035)  0.38
H (-2.0194, -0.7784, -2.8369)  0.51
H (6.2412, 1.9707, -1.9955)  0.43
H (0.2937, -0.6962, -1.9205)  0.39

Values from the calculation:
SMILES   CSCCCN1CC[C@@H](N2CCN(c3ccccc3F)CC2)[C@H](O)C1
Largest force on an atom   0.6 eV/Å
E_HOMO   -7.62 eV
DFT total energy   -40259.8770 eV
Orbital gap   8.3001 eV